1.
Computed, not measured: a single C5H7NO molecule at a distorted geometry, with ωB97M-V with the def2-TZVPD basis set.

Each line ends with the natural charge from an NBO analysis.
Element x y z (Å)
C: -0.52209 1.16421 -1.54181  -0.66
C: -0.44957 0.39755 -0.28256  0.23
O: -1.59077 0.20080 0.45462  -0.40
C: -1.30581 -0.70628 1.41107  0.14
C: 0.01197 -1.06083 1.34156  -0.42
C: 0.56903 -0.26962 0.29027  0.07
N: 1.93101 -0.27826 -0.10003  -0.82
H: -0.48989 2.23951 -1.35529  0.22
H: 0.33816 0.87909 -2.15890  0.24
H: -1.44368 0.92182 -2.07987  0.23
H: -2.13922 -0.95562 2.05766  0.20
H: 0.37031 -2.02627 1.05846  0.24
H: 2.45078 -0.98371 0.41893  0.37
H: 2.33560 0.61229 0.16968  0.37

As for the energy relative to the best compared isomer or geometry (same formula, charge and spin): 47.3 kcal/mol. The SMILES is Cc1occc1N. The calculation puts the HOMO energy at -8.11 eV.

2.
Computed, not measured: a single C5H7NO molecule at a distorted geometry, with ωB97M-V with the def2-TZVPD basis set.

Each line ends with the natural charge from an NBO analysis.
Element x y z (Å)
C: -0.08506 0.10242 1.84206  -0.63
C: -0.10072 0.48906 0.40041  -0.15
C: 0.10137 1.70204 -0.18251  0.12
O: 0.34010 1.60046 -1.50595  -0.41
C: 0.27211 0.25913 -1.79851  -0.04
C: -0.09547 -0.43698 -0.69070  0.11
N: -0.48855 -1.76799 -0.67911  -0.81
H: 0.22552 0.94289 2.46730  0.22
H: 0.66137 -0.69188 1.99107  0.21
H: -1.04797 -0.27660 2.19338  0.22
H: 0.04211 2.70168 0.21988  0.20
H: 0.99801 -0.13660 -2.48559  0.20
H: -0.17403 -2.35474 0.07637  0.38
H: -0.46158 -2.21710 -1.58399  0.38

As for the energy relative to the best compared isomer or geometry (same formula, charge and spin): 31.8 kcal/mol. The SMILES is Cc1cocc1N. The calculation puts the HOMO energy at -7.88 eV.

3.
Computed, not measured: a single C5H7NO molecule at a distorted geometry, with ωB97M-V with the def2-TZVPD basis set.

Each line ends with the natural charge from an NBO analysis.
Element x y z (Å)
C: 1.98296 0.07814 -0.33958  -0.72
C: 0.68248 -0.21351 0.40504  0.62
O: 0.65463 -0.38072 1.59692  -0.52
C: -0.67449 -0.02961 -0.36447  -0.40
C: -1.85593 -0.70829 0.34744  -0.61
C: -0.59195 1.45132 -0.27124  0.27
N: -0.09412 2.47114 -0.02054  -0.30
H: 2.51378 -0.87574 -0.32086  0.24
H: 2.64830 0.81875 0.14640  0.26
H: 1.82052 0.39353 -1.37664  0.22
H: -0.66424 -0.31194 -1.42514  0.25
H: -1.73029 -0.55840 1.41834  0.24
H: -2.85144 -0.34750 0.05551  0.23
H: -1.84020 -1.78716 0.14882  0.22

As for the energy relative to the best compared isomer or geometry (same formula, charge and spin): 23.9 kcal/mol. The SMILES is CC(=O)[C@@H](C)C#N. The calculation puts the HOMO energy at -10.20 eV.

4.
Computed, not measured: a 2-piece molecular cluster, C5H7NO overall, with ωB97M-V with the def2-TZVPD basis set.

Each line ends with the natural charge from an NBO analysis.
Element x y z (Å)
O: 2.90096 -0.55861 0.84596  -0.70
C: 2.06165 -0.37911 -0.27358  -0.12
C: 0.63925 -0.11346 0.04942  -0.20
C: -0.18832 -0.05805 1.02650  0.01
C: -1.38207 0.69510 1.08551  -0.17
C: -1.82509 0.09766 -0.21996  -0.12
N: -2.79855 0.32678 0.81376  -0.56
H: 2.75101 0.18499 1.44283  0.47
H: 2.41819 0.43589 -0.92395  0.19
H: 2.13778 -1.30043 -0.86123  0.21
H: -1.26667 1.76986 1.18202  0.23
H: -1.70624 -0.96895 -0.40590  0.19
H: -0.51555 0.36803 -0.89316  0.22
H: -3.10206 -0.55481 1.22869  0.35

As for the energy relative to the best compared isomer or geometry (same formula, charge and spin): 201.9 kcal/mol. The calculation puts the HOMO energy at -8.97 eV.

5.
Computed, not measured: a single C5H7NO molecule at a distorted geometry, with ωB97M-V with the def2-TZVPD basis set.

Each line ends with the natural charge from an NBO analysis.
Element x y z (Å)
C: -2.09991 -1.09954 0.15673  -0.67
C: -0.75770 -0.50442 -0.08546  0.40
C: -0.32919 0.75326 0.30621  -0.53
C: 1.10229 0.71670 -0.01452  0.10
N: 2.01322 1.73669 0.27458  -0.80
C: 1.34502 -0.47214 -0.61075  -0.03
O: 0.18957 -1.24265 -0.66608  -0.42
H: -2.47435 -1.66534 -0.69647  0.23
H: -2.81983 -0.32612 0.44627  0.24
H: -1.99628 -1.77427 1.01558  0.24
H: -1.03610 1.04405 -0.53365  0.27
H: 1.69604 2.32719 1.03253  0.38
H: 2.95593 1.41198 0.45801  0.37
H: 2.21130 -0.90538 -1.08298  0.20

As for the energy relative to the best compared isomer or geometry (same formula, charge and spin): 65.4 kcal/mol. The SMILES is Cc1cc(N)co1. The calculation puts the HOMO energy at -8.11 eV.

6.
Computed, not measured: a single C5H7NO molecule, with ωB97M-V with the def2-TZVPD basis set.

Each line ends with the natural charge from an NBO analysis.
Element x y z (Å)
O: -2.24744 -2.14792 1.03382  -0.70
C: -1.35303 -2.18724 -0.05801  -0.13
C: -0.40146 -1.06610 -0.06800  -0.03
C: 0.37728 -0.14162 -0.02307  -0.03
C: 1.35257 0.92533 -0.00149  -0.16
C: 1.10345 2.15169 -0.81126  -0.24
N: 1.05146 2.20010 0.64518  -0.56
H: -1.71978 -2.08430 1.84012  0.47
H: -0.79579 -3.13630 -0.09053  0.19
H: -1.97693 -2.15864 -0.95583  0.21
H: 2.37638 0.60268 0.17126  0.22
H: 0.18602 2.20286 -1.39783  0.20
H: 1.95489 2.64980 -1.26999  0.20
H: 0.09237 2.18966 0.98564  0.36

As for the energy relative to the best compared isomer or geometry (same formula, charge and spin): 77.2 kcal/mol. The SMILES is OCC#C[C@H]1CN1. The calculation puts the HOMO energy at -9.31 eV.